[1]
{
  "formula": "C8H11N3O",
  "method": "ωB97M-V with the def2-TZVPD basis set",
  "total_charge": 2,
  "relative_energy_kj_mol": 147.3,
  "homo_energy_ev": -17.85,
  "e_tot_ev": -14971.4060,
  "largest_force_ev_per_a": 3.80,
  "elements": ["C", "C", "C", "C", "C", "C", "C", "C", "N", "N", "N", "O", "H", "H", "H", "H", "H", "H", "H", "H", "H", "H", "H"],
  "positions_angstrom": [[2.9589, 0.6700, 0.0968], [2.6198, -0.6161, -0.0907], [2.0003, 1.6272, 0.1453], [1.3495, -1.0927, -0.2456], [0.7013, 1.2088, 0.0225], [0.3540, -0.1209, -0.2936], [-1.6152, 1.2688, -0.2385], [-1.6924, -1.1425, -1.1548], [-0.5227, 1.9577, -0.0539], [-0.9885, -0.2944, -0.3137], [-1.6355, -0.7913, 1.4320], [-2.7732, 1.3848, -0.3501], [4.0856, 0.7996, 0.0874], [3.4555, -1.2906, -0.0801], [2.0610, 2.6737, 0.2786], [1.0663, -2.1467, -0.3173], [-1.0387, -1.9861, -1.3782], [-2.5228, -1.6294, -0.6398], [-2.1324, -0.4901, -1.8895], [-0.5127, 2.9968, -0.2016], [-2.7202, -0.6197, 1.6489], [-1.1083, -0.5672, 2.2762], [-1.3896, -1.7999, 1.2598]]
}

***

[2]
{
  "formula": "C4H6O2",
  "method": "ωB97M-V with the def2-TZVPD basis set",
  "relative_energy_kj_mol": 250.4,
  "homo_energy_ev": -9.40,
  "e_tot_ev": -8337.8661,
  "largest_force_ev_per_a": 3.09,
  "elements": ["O", "C", "C", "C", "C", "O", "H", "H", "H", "H", "H", "H"],
  "positions_angstrom": [[2.0223, -0.4926, 0.5223], [0.7588, -0.3958, 0.0448], [-0.5181, -0.4688, 0.8701], [-1.2257, 0.3532, -0.2405], [0.1757, 0.6061, -0.8279], [0.6919, 1.4098, -1.5776], [2.4736, 0.3320, 0.2898], [0.5687, -0.9950, -1.1685], [-0.8904, -1.4675, 1.0800], [-0.4365, 0.0823, 1.8108], [-1.7327, 1.2669, 0.0789], [-1.8876, -0.2307, -0.8821]]
}

***

[3]
{
  "formula": "C25H114NO35P2S",
  "method": "ωB97M-V with the def2-TZVPD basis set",
  "total_charge": -1,
  "homo_energy_ev": -5.61,
  "e_tot_ev": -130332.3894,
  "largest_force_ev_per_a": 7.78,
  "elements": ["C", "C", "C", "C", "C", "C", "C", "C", "C", "C", "C", "C", "C", "C", "C", "C", "C", "C", "C", "C", "N", "C", "C", "O", "O", "P", "C", "C", "C", "P", "O", "O", "S", "H", "H", "H", "H", "H", "H", "H", "H", "H", "H", "H", "H", "H", "H", "H", "H", "H", "H", "H", "H", "H", "H", "H", "H", "H", "H", "H", "H", "H", "H", "H", "H", "H", "H", "H", "H", "H", "H", "H", "H", "H", "H", "H", "H", "H", "H", "H", "H", "H", "H", "H", "H", "O", "H", "H", "O", "H", "H", "O", "H", "H", "O", "H", "H", "O", "H", "H", "O", "H", "H", "O", "H", "H", "O", "H", "H", "O", "H", "H", "O", "H", "H", "O", "H", "H", "O", "H", "H", "O", "H", "H", "O", "H", "H", "O", "H", "H", "O", "H", "H", "O", "H", "H", "O", "H", "H", "O", "H", "H", "O", "H", "H", "O", "H", "H", "O", "H", "H", "O", "H", "H", "O", "H", "H", "O", "H", "H", "O", "H", "H", "O", "H", "H", "O", "H", "H", "O", "H", "H", "O", "H", "H", "O", "H", "H"],
  "positions_angstrom": [[7.4094, -4.9508, -0.6542], [7.4797, -3.7908, 0.5175], [8.1097, -2.4246, -0.2047], [6.8437, -1.3909, -0.4451], [7.3163, -0.0369, -1.2719], [7.4253, -0.2596, -2.8959], [6.5056, 0.8099, -3.7515], [6.7567, 2.3938, -3.3048], [5.3084, 3.0721, -2.9340], [5.3712, 4.2040, -1.7376], [4.5403, 3.7104, -0.4075], [3.3297, 4.7769, 0.0294], [1.9967, 4.6488, -0.9517], [0.6174, 4.2770, -0.0866], [-0.7415, 4.2491, -1.0042], [-2.0054, 4.9857, -0.2639], [-2.4097, 4.3708, 1.2009], [-2.6739, 2.7512, 1.2265], [-3.4903, 2.1597, -0.0657], [-4.7986, 1.2064, 0.3542], [-5.0168, 0.0598, -0.6552], [-6.2266, 0.4552, -1.4712], [-6.0119, 1.8785, -2.3238], [-6.8816, 2.8914, -2.3264], [-4.7157, 1.9583, -3.0675], [-6.6934, -0.8471, -2.8400], [-7.2787, 0.2212, -4.3599], [-8.2421, -1.8501, -2.3485], [-8.0839, -3.3525, -3.0662], [-5.2533, -1.4446, 0.2700], [-4.0076, -1.7160, 1.5082], [-5.1875, -2.9107, -0.7317], [-6.9554, -1.4237, 1.2910], [7.2662, -5.9875, -0.1272], [6.5273, -4.7848, -1.4136], [8.4419, -4.9620, -1.2398], [6.4011, -3.5197, 0.9037], [8.1660, -4.1400, 1.4208], [8.9670, -1.9270, 0.4589], [8.5615, -2.6754, -1.2549], [6.4849, -1.0189, 0.6242], [5.9623, -1.9713, -0.9965], [6.5318, 0.8183, -0.9939], [8.3634, 0.3529, -0.8896], [8.5631, -0.2009, -3.2494], [7.0641, -1.3468, -3.1410], [6.8073, 0.7221, -4.9016], [5.3654, 0.4962, -3.6878], [7.5635, 2.4913, -2.4498], [7.1929, 2.9628, -4.2589], [4.5291, 2.2436, -2.6499], [4.8841, 3.6114, -3.9091], [4.8472, 5.1690, -2.1585], [6.4914, 4.4276, -1.4652], [4.0491, 2.6433, -0.5086], [5.3150, 3.6560, 0.4962], [3.0045, 4.5842, 1.1494], [3.7465, 5.8782, -0.0139], [1.8375, 5.7274, -1.4143], [2.1467, 3.8143, -1.7752], [0.4722, 5.0060, 0.8378], [0.7647, 3.1736, 0.3276], [-0.4807, 4.8246, -2.0090], [-1.0807, 3.1415, -1.2468], [-2.9289, 4.9410, -1.0165], [-1.7428, 6.1396, -0.1746], [-1.5283, 4.6500, 1.9415], [-3.3590, 4.9835, 1.5785], [-1.5941, 2.2434, 1.2683], [-3.2676, 2.5208, 2.2362], [-2.7720, 1.6094, -0.8385], [-3.9727, 3.0550, -0.6912], [-5.7670, 1.8976, 0.4529], [-4.5688, 0.8283, 1.4372], [-7.2035, 0.6152, -0.8098], [-6.3819, 0.7464, -4.9012], [-7.8413, -0.5163, -5.0906], [-8.0844, 0.9802, -3.9677], [-9.2386, -1.3730, -2.7803], [-8.3547, -1.9378, -1.1871], [-9.1263, -3.9132, -3.0788], [-7.7429, -3.2238, -4.1812], [-7.3073, -3.9868, -2.4595], [-4.5129, -2.2771, 2.1917], [-5.0842, -3.7198, -0.1410], [-4.3726, -5.0683, 1.3397], [-4.7418, -5.9642, 1.3277], [-3.9013, -5.0207, 2.1851], [8.5013, -4.3131, 3.5959], [7.8599, -4.2954, 4.3221], [9.3230, -3.9981, 4.0015], [-10.3987, -2.6482, 0.4871], [-11.0401, -2.6306, 1.2133], [-9.5770, -2.3333, 0.8927], [8.8259, -4.4071, 6.3873], [8.4567, -5.3031, 6.3752], [9.2972, -4.3595, 7.2326], [5.9328, -5.1041, 5.2662], [5.1182, -4.8425, 5.7214], [5.6288, -5.4035, 4.3961], [-2.1672, 0.5809, -4.6158], [-2.9818, 0.8425, -4.1606], [-2.4712, 0.2815, -5.4859], [-6.7691, -3.3143, 4.2963], [-6.5894, -2.9044, 3.4368], [-6.8618, -2.5618, 4.8998], [-2.7672, -3.3954, -2.2112], [-3.5818, -3.1338, -1.7559], [-3.0712, -3.6948, -3.0812], [8.8949, 1.0336, 1.1999], [9.0401, 0.3946, 1.9138], [8.6448, 1.8479, 1.6619], [-5.2917, -1.0049, 5.4557], [-4.5119, -0.6440, 5.0076], [-5.0166, -1.0778, 6.3820], [6.4309, 6.9210, -2.1022], [6.6106, 7.3310, -2.9617], [6.3382, 7.6735, -1.4987], [-5.1443, 4.6089, 3.2800], [-5.7300, 5.2156, 2.8025], [-5.7460, 4.0926, 3.8371], [-5.1931, 5.2589, -1.0701], [-5.6399, 5.8420, -1.7022], [-5.7873, 4.4972, -0.9940], [-7.5101, 6.3091, 0.4331], [-7.4403, 5.6954, -0.3137], [-7.9698, 7.0774, 0.0626], [-5.1764, -2.1021, -6.4041], [-5.5055, -1.6602, -5.6069], [-5.0383, -1.3779, -7.0330], [-9.1499, -6.4992, -2.1353], [-9.8851, -7.0935, -1.9220], [-9.2852, -5.7397, -1.5489], [-7.5101, 3.1584, 1.9797], [-7.4403, 2.5448, 1.2328], [-7.9698, 3.9268, 1.6091], [-11.3846, -4.7975, -4.2133], [-12.3027, -4.7634, -3.9051], [-10.9330, -5.3341, -3.5446], [11.8701, -0.0920, 0.2498], [11.0556, 0.1696, 0.7051], [11.5662, -0.3914, -0.6202], [10.0443, -7.5113, 5.4497], [9.5975, -6.9281, 4.8177], [9.4501, -8.2730, 5.5258], [-2.5850, 2.9215, 4.8916], [-3.3238, 3.4759, 4.5984], [-1.8993, 3.0730, 4.2239], [8.8340, 3.4258, -5.8197], [8.8783, 3.2501, -6.7717], [9.5796, 4.0229, -5.6569], [7.3264, -7.0629, 3.4609], [6.7775, -6.9834, 2.6663], [7.7880, -6.2125, 3.5126], [8.1256, -1.3299, 3.3190], [7.3356, -1.2995, 3.8794], [8.2307, -2.2710, 3.1135], [-14.5736, -4.2269, -4.1953], [-15.1225, -4.1474, -4.9899], [-14.1120, -3.3765, -4.1436], [3.0503, 2.4784, 2.3723], [2.2358, 2.7400, 2.8276], [2.7463, 2.1789, 1.5023], [10.8411, 0.8715, 3.0724], [10.5120, 1.3134, 3.8697], [10.9793, 1.5957, 2.4436], [-3.0943, -6.1097, 3.7747], [-3.8842, -6.0793, 4.3351], [-2.9891, -7.0508, 3.5693], [-4.1497, 5.8461, 6.2644], [-4.9642, 6.1077, 6.7197], [-4.4537, 5.5466, 5.3944], [-9.3273, -5.3253, 2.0024], [-9.6335, -4.5156, 1.5667], [-9.9069, -5.4092, 2.7744], [10.4434, 3.9765, -3.6627], [10.0742, 3.0806, -3.6747], [10.9147, 4.0241, -2.8173]]
}

***

[4]
{
  "formula": "C28H29Cl2N5OOsS2",
  "method": "ωB97M-V with the def2-TZVPD basis set",
  "relative_energy_kj_mol": 1838.5,
  "homo_energy_ev": [-6.72, -6.96],
  "e_tot_ev": -88168.1800,
  "largest_force_ev_per_a": 3.58,
  "elements": ["Os", "C", "C", "N", "N", "C", "S", "S", "C", "C", "C", "C", "C", "C", "C", "C", "C", "C", "C", "C", "C", "O", "H", "H", "H", "H", "H", "H", "H", "H", "H", "H", "H", "H", "H", "H", "Cl", "C", "C", "C", "C", "C", "Cl", "C", "N", "H", "H", "H", "C", "C", "N", "C", "C", "N", "C", "C", "H", "H", "H", "H", "H", "H", "H", "H", "H", "H", "H", "H"],
  "positions_angstrom": [[1.6799, -0.2731, -0.8074], [-0.8038, -3.8350, 0.8339], [0.1978, -2.7380, 0.7122], [0.3847, -2.0292, -0.3724], [-0.4648, -2.4835, -1.3898], [-0.5610, -1.7070, -2.4088], [0.1703, -0.1780, -2.6100], [-1.4060, -2.4914, -3.7650], [-2.3910, -1.1525, -4.5103], [-3.6421, -0.8095, -3.7527], [-3.7182, 0.3441, -2.9797], [-4.8705, 0.6390, -2.2619], [-5.9519, -0.2276, -2.2906], [-5.8835, -1.3828, -3.0584], [-4.7401, -1.6655, -3.7869], [1.0880, -2.4052, 1.8002], [1.4993, -2.9513, 3.0370], [2.7910, -2.8184, 3.5171], [4.0569, -2.4941, 2.9376], [4.4575, -2.1018, 1.6772], [2.0598, -1.5664, 1.3492], [3.7007, -1.5397, -0.7269], [-1.7643, -3.5480, 0.4094], [-0.9222, -4.1129, 1.8805], [-0.4613, -4.7069, 0.2732], [-2.6344, -1.5537, -5.4944], [-1.7524, -0.2808, -4.6470], [-2.8752, 1.0231, -2.9612], [-4.9281, 1.5538, -1.6862], [-6.8470, -0.0014, -1.7258], [-6.7253, -2.0625, -3.0914], [-4.6915, -2.5679, -4.3855], [0.8226, -3.5453, 3.6435], [2.9012, -3.2070, 4.5255], [4.8872, -2.7826, 3.5781], [5.3779, -2.4915, 1.2634], [2.5635, 5.0952, -1.0949], [3.1398, 3.6325, -0.3236], [3.7149, 3.6938, 0.9544], [4.1853, 2.7429, 1.8336], [4.2555, 1.3101, 1.8193], [3.6294, 0.3508, 1.1350], [3.3653, -1.1714, 0.7424], [2.9568, 2.4550, -0.9947], [2.8746, 1.3513, -1.3662], [3.8394, 4.7128, 1.3097], [4.6863, 3.1666, 2.6948], [4.9830, 0.9274, 2.5410], [-0.2639, 2.1635, -0.6038], [-1.2079, 3.0777, 0.2097], [-1.4048, 2.5540, 1.5543], [-0.1115, 2.4781, 2.2194], [0.8707, 1.5737, 1.4361], [0.2034, 1.0007, 0.2277], [-1.0044, 0.2617, 0.6845], [-1.9586, 1.2105, 1.4519], [0.6163, 2.7051, -0.9349], [-0.7574, 1.7662, -1.4774], [-2.1845, 3.1494, -0.2735], [-0.7989, 4.0861, 0.2876], [-0.2700, 2.0931, 3.2281], [0.2915, 3.4884, 2.3067], [1.2210, 0.7446, 2.0451], [1.7322, 2.1357, 1.1050], [-0.6718, -0.5363, 1.3366], [-1.4794, -0.1794, -0.1910], [-2.1340, 0.8370, 2.4623], [-2.9219, 1.2734, 0.9493]]
}

***

[5]
{
  "formula": "C6H10S2",
  "method": "ωB97M-V with the def2-TZVPD basis set",
  "relative_energy_kj_mol": 405.8,
  "smiles": "C[C@@H]1SC[C@@H]2C[C@H]2S1",
  "homo_energy_ev": -8.64,
  "e_tot_ev": -28050.1339,
  "largest_force_ev_per_a": 5.50,
  "elements": ["C", "C", "S", "C", "C", "C", "C", "S", "H", "H", "H", "H", "H", "H", "H", "H", "H", "H"],
  "positions_angstrom": [[0.7766, 2.5199, -0.3977], [-0.2619, 1.3467, -0.8001], [-1.3637, 1.0851, 0.5849], [-0.6475, -0.4071, 1.5496], [-0.6261, -1.3987, 0.3946], [0.2585, -2.5904, -0.1727], [0.4362, -1.1356, -0.6171], [0.0926, -0.0230, -1.9185], [1.4448, 2.3099, 0.6229], [1.4534, 2.7070, -1.2556], [0.1222, 3.3635, -0.1417], [-0.9961, 1.8972, -1.2993], [-1.4968, -0.6336, 2.1734], [0.3947, -0.4249, 1.9982], [-1.4029, -1.5148, -0.4495], [1.1486, -2.8402, 0.3386], [-0.5138, -3.5601, -0.4482], [1.1812, -0.7009, -0.1620]]
}

***

[6]
{
  "formula": "C8H13N2O2",
  "method": "ωB97M-V with the def2-TZVPD basis set",
  "total_charge": 1,
  "relative_energy_kj_mol": 0.0,
  "smiles": "Cc1[nH]cc(C2(C)OCCO2)[nH+]1",
  "homo_energy_ev": -13.61,
  "e_tot_ev": -15576.2361,
  "largest_force_ev_per_a": 0.91,
  "elements": ["C", "C", "N", "C", "C", "C", "C", "O", "C", "C", "O", "N", "H", "H", "H", "H", "H", "H", "H", "H", "H", "H", "H", "H", "H"],
  "positions_angstrom": [[-1.9025, 2.8477, -1.7085], [-0.8345, 2.0915, -1.0322], [0.3220, 2.5843, -0.5826], [1.0728, 1.5794, -0.0334], [0.3454, 0.4370, -0.1576], [0.6164, -0.9958, 0.2449], [1.4668, -1.6800, -0.8346], [1.2373, -0.9901, 1.5000], [0.7155, -2.0921, 2.2250], [-0.7162, -2.2048, 1.6919], [-0.6306, -1.6564, 0.3811], [-0.8256, 0.7830, -0.7762], [-1.6841, 2.9435, -2.7736], [-2.8580, 2.3399, -1.6073], [-1.9876, 3.8509, -1.2965], [0.6037, 3.5540, -0.6350], [2.0348, 1.7365, 0.4073], [1.6472, -2.7113, -0.5451], [2.4177, -1.1651, -0.9300], [0.9396, -1.6713, -1.7840], [0.7736, -1.8522, 3.2846], [1.2949, -2.9979, 2.0141], [-1.0718, -3.2322, 1.6197], [-1.4168, -1.6076, 2.2856], [-1.5599, 0.1093, -0.9577]]
}

***

> Which formula does entry 3 have?

C25H114NO35P2S